Formula: C3H5N3
Source: the Open Molecules 2025 dataset
Level of theory: ωB97M-V/def2-TZVPD

Computed properties:
net charge	0
LUMO energy	0.8	eV
SMILES	[H]/N=C/[C@H]1N=C1N
energy above the lowest of the compared OMol25 structures with the same formula, charge and spin	54.7	kcal/mol
E_HOMO	-0.34985	Ha

Geometry as XYZ:
```
11
Properties=species:S:1:pos:R:3:forces:R:3:mulliken_charge:R:1
H 3.119586 -0.616830 0.423176 -0.1 0.0 0.1 0.25
N 2.162241 -0.767637 0.104300 0.0 0.4 0.1 -0.54
C 1.538164 0.333993 0.036773 0.0 -0.2 0.0 -0.15
C 0.155905 0.384258 -0.522881 0.2 0.2 -0.1 -0.06
N -0.434375 -0.951968 -0.968887 -0.4 0.3 0.2 -0.51
C -1.014953 -0.312232 -0.058295 0.1 -0.2 -0.5 0.26
N -2.145021 -0.300914 0.696292 0.0 0.0 -0.1 -0.49
H 1.988295 1.310182 0.272496 0.0 -0.2 0.0 0.35
H -0.009892 1.251666 -1.171300 0.1 -0.2 -0.1 0.33
H -2.522031 0.627880 0.832035 0.1 -0.1 0.2 0.28
H -2.837919 -0.958401 0.356292 0.1 0.0 0.1 0.28
```
Forces are in eV/Å.